1.
{
  "formula": "C2H6N2S",
  "method": "ωB97M-V with the def2-TZVPD basis set",
  "e_above_lowest_kcal_mol": 96.35,
  "e_tot_ha": -587.35047,
  "species": ["C", "C", "H", "H", "H", "H", "H", "H", "N", "N", "S"],
  "xyz": [[1.896, 0.795, 1.109], [0.487, 0.046, 0.772], [2.569, 0.726, 0.099], [2.414, 0.377, 2.162], [1.455, 1.998, 1.308], [0.225, -0.439, 2.512], [0.609, 0.800, -1.205], [-2.224, 1.040, -1.732], [-0.365, -0.546, 1.562], [0.144, 0.252, -0.571], [-1.113, -0.468, -1.335]],
  "forces_ev_per_a": [[-1.3880, 1.0209, 0.4239], [0.0068, 0.8643, 0.5856], [-1.3649, 0.3172, 2.9122], [-1.3665, 1.1593, -3.2336], [1.8182, -3.5006, -0.6302], [-2.0891, -0.7971, -2.1242], [2.1879, 1.4909, -0.8929], [2.0090, -2.9304, 0.9799], [4.1852, 1.5771, 1.6838], [-0.9248, -1.5594, 1.4753], [-3.0738, 2.3578, -1.1799]]
}

=====

2.
{
  "formula": "C2H6N2S",
  "method": "ωB97M-V with the def2-TZVPD basis set",
  "smiles": "CN(N)C=S",
  "e_above_lowest_kcal_mol": 80.06,
  "e_tot_ha": -587.37643,
  "species": ["C", "N", "N", "C", "S", "H", "H", "H", "H", "H", "H"],
  "xyz": [[0.032, -1.693, -0.421], [-0.760, -0.443, 0.236], [-2.033, -0.718, 0.619], [0.084, 0.708, 0.447], [1.494, 1.196, -0.425], [-0.835, -2.379, -0.966], [0.658, -2.163, 0.397], [0.758, -1.592, -1.205], [-2.782, -0.235, -0.108], [-2.348, -0.302, 1.567], [-0.504, 1.579, 0.975]],
  "forces_ev_per_a": [[-3.1608, -1.2280, 0.8005], [6.4420, 0.4837, -1.6586], [-4.3008, 2.4237, -0.0058], [-2.7016, 0.8258, -1.7373], [-2.0817, -1.4481, 1.8282], [2.2251, 1.5429, 2.1270], [-1.3850, 0.1022, -0.6902], [0.0455, 1.5802, -0.4219], [2.4723, -1.4633, 2.1225], [1.3097, -0.8620, -1.8341], [1.1353, -1.9570, -0.5304]]
}

=====

3.
{
  "formula": "C2H6N2S",
  "method": "ωB97M-V with the def2-TZVPD basis set",
  "e_above_lowest_kcal_mol": 112.90,
  "e_tot_ha": -587.32410,
  "species": ["C", "C", "N", "N", "S", "H", "H", "H", "H", "H", "H"],
  "xyz": [[1.472, 0.327, -0.893], [-1.010, -0.666, -0.540], [0.256, -0.085, -0.351], [0.219, 0.632, 0.865], [-1.739, -1.600, 0.856], [1.977, 1.238, -0.419], [1.883, -0.150, -1.819], [-0.999, -1.258, -1.408], [-0.692, 0.858, 1.275], [0.980, 1.161, 1.074], [-2.347, -0.457, 1.361]],
  "forces_ev_per_a": [[-1.4442, -1.2181, -1.0951], [1.8028, -0.8567, 0.3307], [1.8101, 3.8052, 2.1652], [-3.3611, -2.1388, 0.6094], [-0.0254, 2.1898, -0.5441], [-0.9661, -1.7342, -1.0769], [-0.7058, 0.4981, 1.1401], [-0.2061, -0.5845, -1.2070], [0.7742, -0.1689, -0.8035], [2.1749, 1.4687, 0.5753], [0.1466, -1.2607, -0.0941]]
}

=====

4.
{
  "formula": "C2H6N2S",
  "method": "ωB97M-V with the def2-TZVPD basis set",
  "e_above_lowest_kcal_mol": 175.76,
  "e_tot_ha": -587.22392,
  "species": ["C", "C", "H", "H", "H", "H", "H", "H", "N", "N", "S"],
  "xyz": [[-0.673, -1.580, 1.991], [-0.260, -0.857, -0.269], [0.320, -2.688, 1.651], [-2.182, -2.245, 1.933], [-0.398, -0.976, 3.226], [-0.686, -1.841, -0.784], [0.196, -0.275, -2.497], [1.568, 1.475, 0.048], [-0.313, -0.505, 0.963], [0.326, -0.058, -1.192], [0.418, 1.569, -0.769]],
  "forces_ev_per_a": [[1.2264, -0.8417, 0.3320], [-1.5947, -2.5319, -0.1044], [-3.2284, 3.0873, 1.5983], [4.1578, 1.9539, 0.1636], [-1.1483, -2.4685, -4.0950], [0.9649, 1.6237, 1.5111], [0.3697, 0.7133, 5.8292], [-1.1903, 0.1430, -0.9219], [-0.8591, -2.4716, 0.6890], [-0.3403, -0.0273, -5.4917], [1.6423, 0.8199, 0.4898]]
}

=====

5.
{
  "formula": "C2H6N2S",
  "method": "ωB97M-V with the def2-TZVPD basis set",
  "e_above_lowest_kcal_mol": 76.28,
  "e_tot_ha": -587.38245,
  "species": ["C", "C", "N", "N", "S", "H", "H", "H", "H", "H", "H"],
  "xyz": [[-0.720, -0.666, -0.111], [-0.208, 0.703, -0.335], [-0.124, -1.745, -0.060], [1.247, -2.144, -0.130], [-3.120, -0.279, -0.016], [-0.338, 0.954, -1.391], [-0.688, 1.460, 0.277], [0.868, 0.692, -0.121], [1.274, -3.119, 0.145], [1.846, -1.555, 0.440], [-2.881, 0.972, -0.399]],
  "forces_ev_per_a": [[-0.0052, -0.5340, 0.0542], [0.3824, 0.2937, -0.1128], [-1.1169, -0.1066, 0.1717], [-1.6461, 0.9638, -0.2911], [2.6026, -1.1801, -0.0190], [-0.0508, 0.0507, 0.0967], [-0.0562, -0.0877, 0.0359], [-0.0750, 0.1145, -0.0529], [0.0236, 0.3333, 0.1517], [-0.1084, -0.0769, 0.0554], [0.0499, 0.2295, -0.0898]]
}

=====

6.
{
  "formula": "C2H6N2S",
  "method": "ωB97M-V with the def2-TZVPD basis set",
  "smiles": "[H]/N=C(/N)SC",
  "e_above_lowest_kcal_mol": 26.69,
  "e_tot_ha": -587.46147,
  "species": ["H", "N", "C", "N", "S", "C", "H", "H", "H", "H", "H"],
  "xyz": [[1.397, 0.160, -0.496], [0.767, -0.034, -1.201], [-0.420, -0.025, -0.787], [-1.445, -0.336, -1.604], [-1.078, 0.369, 0.898], [0.657, 0.413, 1.537], [-0.836, -1.084, -2.193], [-2.097, -0.917, -1.056], [1.160, 1.218, 1.062], [1.322, -0.390, 1.209], [0.573, 0.627, 2.631]],
  "forces_ev_per_a": [[1.7569, 0.7117, 1.2399], [-1.1481, -0.5683, -1.2324], [-0.0397, 1.2427, 2.0849], [0.6172, -4.0982, -2.4624], [2.5141, -0.4471, -0.7905], [-0.9091, 0.4413, 1.2550], [-2.5489, 2.1113, 0.5957], [-0.0160, 0.5267, -0.5818], [0.0759, 1.4586, -0.0913], [-0.7853, -0.8208, 0.8908], [0.4829, -0.5579, -0.9078]]
}

=====

The following orbital gap values (in Eh) correspond, in order, to the records above: 0.3135 0.3172 0.2868 0.3255 0.3126 0.3721.